# C55H51N6O4P2ReSi

A molecular structure, C55H51N6O4P2ReSi (ωB97M-V/def2-TZVPD, OMol25).

Element x y z (Å)
Re  -0.3980  -0.0325  0.5199
O  -3.9119  0.4047  -1.7040
C  -2.9309  0.4732  -1.0091
N  -1.8229  -0.3701  -0.9584
C  -1.7843  -1.4099  -1.9141
O  -2.7227  -1.9595  -2.4105
C  -0.3940  -1.6656  -2.4001
C  -0.1748  -2.6831  -3.3141
C  1.1091  -2.9016  -3.7589
C  2.1259  -2.0835  -3.2849
C  1.8227  -1.1009  -2.3681
N  0.5704  -0.8851  -1.9151
C  -2.7631  1.6399  -0.0814
C  -3.8412  2.6108  0.0906
C  -3.7649  3.5644  1.0173
C  -2.5109  3.7914  1.7951
C  -1.4394  2.7175  1.5176
N  -1.6551  1.6472  0.5547
H  -1.0162  -3.2863  -3.6283
H  1.3255  -3.7015  -4.4572
H  3.1484  -2.2125  -3.6168
H  2.6083  -0.4811  -1.9683
H  -4.7276  2.4473  -0.5097
H  -4.6141  4.2175  1.2015
H  -2.1627  4.8105  1.6040
H  -0.4736  3.1632  1.3314
N  1.7270  2.0550  1.5844
P  1.6735  1.6453  -0.0800
C  3.4460  1.9071  -0.4642
C  3.8344  2.7944  -1.4690
C  5.1806  3.0843  -1.6547
C  6.1420  2.4826  -0.8568
C  5.7643  1.5573  0.1085
C  4.4235  1.2578  0.3026
C  0.8732  3.0521  -0.9110
C  1.0424  4.3650  -0.4729
C  0.3478  5.3967  -1.0859
C  -0.5107  5.1253  -2.1504
C  -0.6635  3.8245  -2.6081
C  0.0268  2.7883  -1.9857
P  0.8775  0.9362  2.5431
C  -0.2073  2.0382  3.5372
C  0.2335  2.9327  4.4171
C  -0.5958  4.1024  4.7987
C  -1.7935  4.3483  4.2682
C  -2.4644  3.3922  3.3216
C  -1.5631  2.1830  2.9422
C  1.9623  0.2972  3.8366
C  3.3015  0.6423  3.9610
C  4.0585  0.1103  4.9977
C  3.4866  -0.7802  5.8963
C  2.1496  -1.1343  5.7686
C  1.3884  -0.5941  4.7434
H  2.5598  2.4924  1.9603
H  3.0933  3.2687  -2.1005
H  5.4743  3.7838  -2.4278
H  7.1884  2.7304  -0.9901
H  6.5179  1.0583  0.7058
H  4.1308  0.5230  1.0353
H  1.7064  4.5794  0.3584
H  0.4799  6.4150  -0.7392
H  -1.0575  5.9325  -2.6234
H  -1.3228  3.6118  -3.4428
H  -0.0980  1.7664  -2.3350
H  1.2403  2.8653  4.8233
H  -0.1696  4.8087  5.5024
H  -2.3375  5.2481  4.5446
H  -3.4445  3.1143  3.7191
H  -2.0973  1.2341  2.9589
H  3.7776  1.3128  3.2542
H  5.1014  0.3829  5.0935
H  4.0841  -1.2015  6.6963
H  1.7008  -1.8325  6.4641
H  0.3394  -0.8646  4.6493
O  2.8282  -0.9410  1.2293
C  2.0859  -1.8928  1.0393
N  2.4789  -3.1906  1.0830
C  1.3735  -4.1088  0.9035
C  0.2953  -3.1025  0.4479
O  -0.7781  -3.4172  -0.0180
N  0.7409  -1.8117  0.6628
C  1.6507  -5.1538  -0.1782
C  2.8284  -5.1104  -0.9160
C  3.0900  -6.0713  -1.8880
C  2.1677  -7.0745  -2.1377
C  0.9773  -7.1099  -1.4164
C  0.7203  -6.1591  -0.4402
C  0.9822  -4.7528  2.2479
C  -0.3207  -4.7829  2.7307
C  -0.6052  -5.4193  3.9370
C  0.4044  -6.0286  4.6671
C  1.7087  -6.0031  4.1861
C  1.9910  -5.3733  2.9850
H  3.3608  -3.4488  1.4879
H  3.5476  -4.3190  -0.7370
H  4.0198  -6.0339  -2.4464
H  2.3715  -7.8276  -2.8890
H  0.2479  -7.8888  -1.6087
H  -0.2120  -6.1904  0.1125
H  -1.1265  -4.3271  2.1665
H  -1.6278  -5.4457  4.2978
H  0.1772  -6.5288  5.6011
H  2.5054  -6.4863  4.7414
H  3.0109  -5.3862  2.6095
C  -3.8595  -2.7957  2.7573
Si  -3.2216  -1.0488  2.8004
C  -2.8630  -0.5242  4.5670
C  -4.5653  0.0556  2.1373
C  -1.5852  -1.1768  1.8717
H  -4.7689  -2.9069  3.3592
H  -3.1120  -3.5008  3.1397
H  -4.0980  -3.0827  1.7264
H  -3.3409  -1.2202  5.2676
H  -3.2571  0.4759  4.7846
H  -1.7895  -0.5198  4.7928
H  -5.5053  -0.2583  2.6099
H  -4.7094  -0.0344  1.0533
H  -4.4046  1.1082  2.3883
H  -1.7342  -2.0415  1.2159
H  -0.8699  -1.4894  2.6437

Results
HOMO (alpha / beta) = -10.67 / -10.75 eV
Multiplicity = 2
Energy above the lowest of the compared OMol25 structures with the same formula, charge and spin = 75.81 kcal per mole
Total charge = +1

---

# C55H53O3P2RuS2

A molecular structure, C55H53O3P2RuS2 (ωB97M-V/def2-TZVPD, OMol25).

Element x y z (Å)
Ru  -0.7770  0.3785  0.9559
O  1.0909  -0.9797  -1.1545
S  1.3411  -1.0994  0.3023
C  3.0767  -0.7954  0.6123
C  4.0013  -1.7808  0.3359
C  5.3178  -1.7353  0.8192
C  5.6792  -0.6869  1.6248
C  6.9480  -0.3887  2.3741
C  6.7164  1.0041  3.0135
C  5.3212  1.3891  2.6094
C  4.5746  2.5088  2.8550
C  3.2953  2.5981  2.2844
C  2.7229  1.5918  1.5215
P  1.1829  1.9715  0.6214
C  1.8188  2.7489  -0.8944
C  2.4350  3.9995  -0.8430
C  2.9444  4.5562  -2.0032
C  2.8610  3.8700  -3.2084
C  2.2640  2.6199  -3.2536
C  1.7390  2.0565  -2.0997
C  0.4793  3.3106  1.6303
C  0.0092  4.5053  1.0938
C  -0.5392  5.4669  1.9314
C  -0.6296  5.2385  3.2951
C  -0.2133  4.0250  3.8297
C  0.3221  3.0554  3.0001
C  3.4527  0.3885  1.3049
C  4.7603  0.3627  1.8273
C  1.1683  -2.8422  0.6821
C  1.9883  -3.4868  1.5839
C  1.9927  -4.8848  1.7332
C  1.1738  -5.6284  0.9234
C  1.0026  -7.1129  0.7591
C  -0.1553  -7.2706  -0.2607
C  -0.5598  -5.8658  -0.6135
C  -1.5465  -5.3706  -1.4248
C  -1.7548  -3.9810  -1.4445
C  -0.9687  -3.0857  -0.7425
P  -1.6654  -1.4254  -0.4687
C  -2.4488  -0.9516  -2.0323
C  -3.7682  -1.2624  -2.3560
C  -4.2706  -0.8934  -3.5949
C  -3.4611  -0.2381  -4.5125
C  -2.1479  0.0738  -4.1888
C  -1.6464  -0.2629  -2.9424
C  -3.0046  -1.8103  0.7153
C  -4.0744  -0.9184  0.8386
C  -5.0818  -1.1570  1.7590
C  -5.0127  -2.2669  2.5886
C  -3.9238  -3.1256  2.5116
C  -2.9190  -2.8981  1.5849
C  0.1555  -3.5619  -0.0129
C  0.2670  -4.9604  0.0772
H  3.6942  -2.6316  -0.2582
H  6.0036  -2.5358  0.5768
H  7.8067  -0.3885  1.7022
H  7.1300  -1.1525  3.1315
H  7.4411  1.7364  2.6555
H  6.8059  0.9779  4.1002
H  4.9525  3.3339  3.4439
H  2.7403  3.5129  2.4417
H  2.5243  4.5335  0.0946
H  3.4172  5.5287  -1.9685
H  3.2734  4.3099  -4.1063
H  2.2146  2.0780  -4.1885
H  1.2892  1.0736  -2.1251
H  0.0885  4.6852  0.0296
H  -0.8933  6.3992  1.5115
H  -1.0381  6.0024  3.9436
H  -0.3157  3.8344  4.8901
H  0.6703  2.1139  3.4102
H  2.6869  -2.9066  2.1714
H  2.6631  -5.3451  2.4464
H  0.7758  -7.5893  1.7134
H  1.9245  -7.5615  0.3857
H  -0.9969  -7.8245  0.1566
H  0.1643  -7.8073  -1.1550
H  -2.2045  -6.0194  -1.9871
H  -2.5905  -3.5993  -2.0172
H  -4.3946  -1.8047  -1.6594
H  -5.2979  -1.1236  -3.8438
H  -3.8619  0.0271  -5.4816
H  -1.5146  0.5822  -4.9035
H  -0.6272  -0.0150  -2.6740
H  -4.1232  -0.0582  0.1792
H  -5.9258  -0.4830  1.8290
H  -5.8137  -2.4696  3.2865
H  -3.8558  -3.9690  3.1860
H  -2.0761  -3.5747  1.5260
C  -3.2608  3.3756  -2.5780
C  -4.0777  3.0867  -1.3252
S  -2.9310  3.1328  0.0898
O  -1.9657  1.9962  -0.2160
C  -4.0403  2.4439  1.3865
C  -4.4421  3.5098  2.3917
H  -3.9125  3.5611  -3.4294
H  -2.6018  2.5396  -2.8077
H  -2.6458  4.2647  -2.4249
H  -4.5633  2.1112  -1.3609
H  -4.8233  3.8625  -1.1399
H  -3.4440  1.6464  1.8376
H  -4.9154  2.0177  0.8967
H  -3.5943  3.8121  2.9963
H  -5.2147  3.1280  3.0579
H  -4.8400  4.3915  1.8871
C  -1.7474  -0.0044  4.7924
C  -0.4726  -0.5780  4.1662
C  -0.3099  -2.0598  4.5143
O  -0.4796  -0.3991  2.7892
H  -1.7515  -0.2003  5.8635
H  -2.6179  -0.4827  4.3373
H  -1.8097  1.0726  4.6253
H  0.3913  -0.0384  4.5908
H  -1.1154  -2.6326  4.0522
H  -0.3554  -2.1916  5.5943
H  0.6481  -2.4345  4.1540

Results
HOMO (alpha / beta) = -12.39 / -12.67 eV
Multiplicity = 6
Energy above the lowest of the compared OMol25 structures with the same formula, charge and spin = 28.36 kcal per mole
Total charge = +2